# 1
Below is the molecule C3H6INOS, with properties calculated with ωB97M-V with the def2-TZVPD basis set.

Its net charge is 0. The HOMO energy is -9.5 eV. As for the strongest force on any atom: 3.32 eV/A. Its energy above the lowest of the compared OMol25 structures with the same formula, charge and spin is 3.241 eV. As for the HOMO-LUMO gap: 9.01 eV. As for the SMILES: N=[S@](=O)(I)C1CC1.

Atoms and positions in Å:
C: -0.893 1.062 -0.668
C: -1.514 0.049 0.220
C: -0.145 0.589 0.506
N: 1.023 -1.601 0.919
O: 1.038 -0.946 -1.548
S: 1.104 -0.592 -0.178
I: 3.212 0.625 0.016
H: -0.520 0.695 -1.711
H: -1.316 2.011 -0.642
H: -2.085 0.433 1.002
H: -1.722 -0.950 0.069
H: 0.215 1.048 1.471
H: 1.601 -2.424 0.543

Forces on atoms 1 to 3 (eV/Å):
0.157 -0.857 -2.370
1.133 1.414 0.873
2.251 -1.200 -0.757

# 2
Below is the molecule C4H4S, with properties calculated with ωB97M-V with the def2-TZVPD basis set.

Its net charge is 0. The HOMO energy (spin up / spin down) is -6.5 / -9.5 eV. As for the strongest force on any atom: 6.27 eV/A. Its spin multiplicity is 3. Its energy above the lowest of the compared OMol25 structures with the same formula, charge and spin is 0.874 eV. As for the HOMO-LUMO gap (spin up / spin down): 7.51 / 7.00 eV.

Atoms and positions in Å:
C: -1.007 -1.117 0.033
C: -2.120 1.441 0.029
C: -0.023 -0.030 0.023
C: -0.756 1.344 -0.002
S: -2.476 -0.433 -0.015
H: -0.958 -2.148 -0.339
H: 0.649 -0.285 -0.903
H: 0.633 0.118 0.774
H: 0.014 2.075 -0.183

Forces on atoms 1 to 3 (eV/Å):
0.944 -0.406 0.499
4.663 -4.185 -0.103
-0.728 -0.206 -4.071

# 3
Below is a structure of composition C34H48EuN6O3SSi2, with properties calculated with ωB97M-V with the def2-TZVPD basis set.

Its net charge is -2. The HOMO energy (spin up / spin down) is 0.7 / 0.7 eV. As for the strongest force on any atom: 5.01 eV/A. Its spin multiplicity is 8. As for the HOMO-LUMO gap (spin up / spin down): 3.10 / 3.13 eV.

Atoms and positions in Å:
Eu: 0.272 -0.014 -0.045
O: 2.037 1.655 -1.398
C: 2.548 2.850 -0.822
C: 1.954 4.061 -1.124
C: 2.641 5.237 -0.819
C: 3.861 5.178 -0.097
C: 4.350 3.986 0.381
C: 3.685 2.775 0.012
C: 4.175 1.483 0.267
N: 3.665 0.371 -0.414
C: 4.231 -0.934 0.018
C: 3.229 -2.123 0.041
N: 2.015 -1.948 0.905
C: 1.693 -2.985 1.601
C: 0.591 -3.149 2.514
C: 0.660 -4.238 3.420
C: -0.393 -4.485 4.280
C: -1.528 -3.637 4.259
C: -1.642 -2.593 3.394
C: -0.560 -2.255 2.511
O: -0.655 -1.175 1.791
H: 0.961 4.076 -1.635
H: 2.224 6.203 -1.125
H: 4.374 6.134 0.108
H: 5.210 3.975 1.057
H: 4.945 1.276 1.007
H: 4.702 -0.841 0.989
H: 4.998 -1.228 -0.690
H: 3.835 -2.984 0.353
H: 2.915 -2.280 -1.014
H: 2.286 -3.924 1.587
H: 1.574 -4.836 3.441
H: -0.317 -5.311 4.983
H: -2.341 -3.890 4.963
H: -2.494 -1.920 3.394
C: -0.467 1.616 4.420
Si: 0.658 2.124 3.042
C: 2.162 0.986 3.118
C: 1.354 3.854 3.164
N: -0.278 1.943 1.488
C: -1.510 2.429 1.278
C: -2.085 3.504 2.066
C: -3.391 3.877 1.922
C: -4.249 3.228 0.977
C: -3.727 2.320 0.098
C: -2.319 1.970 0.113
N: -1.700 1.251 -0.868
Si: -2.214 1.214 -2.632
C: -0.615 1.098 -3.578
C: -3.078 2.812 -2.999
C: -3.290 -0.215 -3.106
H: 0.090 1.518 5.348
H: -0.915 0.646 4.193
H: -1.261 2.350 4.584
H: 2.181 0.506 4.093
H: 3.052 1.584 3.004
H: 2.117 0.163 2.386
H: 2.262 3.869 3.778
H: 0.650 4.579 3.590
H: 1.676 4.190 2.183
H: -1.437 3.983 2.825
H: -3.823 4.669 2.536
H: -5.332 3.421 0.952
H: -4.378 1.794 -0.620
H: 0.060 1.921 -3.338
H: -0.860 1.232 -4.629
H: -0.086 0.167 -3.483
H: -2.566 3.638 -2.499
H: -4.129 2.830 -2.712
H: -3.083 2.983 -4.074
H: -2.688 -1.078 -3.402
H: -3.821 0.099 -4.009
H: -4.058 -0.530 -2.401
S: 3.125 -0.208 -2.966
C: 2.863 0.549 -1.535
C: -1.269 -4.068 -4.262
N: -0.397 -3.316 -3.331
C: 0.947 -3.077 -3.768
C: -0.822 -2.788 -2.156
O: -0.306 -1.709 -1.677
N: -1.830 -3.432 -1.523
C: -2.850 -2.746 -0.739
C: -2.004 -4.889 -1.554
H: -1.317 -3.549 -5.226
H: -2.301 -4.088 -3.897
H: -0.883 -5.090 -4.367
H: 1.246 -3.835 -4.481
H: 1.628 -3.173 -2.909
H: 1.069 -2.109 -4.245
H: -2.695 -1.673 -0.832
H: -2.768 -3.041 0.316
H: -3.849 -3.001 -1.108
H: -1.129 -5.382 -1.982
H: -2.904 -5.188 -2.127
H: -2.161 -5.244 -0.534

Forces on atoms 1 to 3 (eV/Å):
0.152 1.206 0.314
-0.697 0.828 0.533
0.132 0.334 -0.333

# 4
Below is a structure of composition C4H4CuLiO2, with properties calculated with ωB97M-V with the def2-TZVPD basis set.

Its net charge is 0. The HOMO energy (spin up / spin down) is -6.9 / -6.9 eV. As for the strongest force on any atom: 1.51 eV/A. Its energy above the lowest of the compared OMol25 structures with the same formula, charge and spin is 0.381 eV. As for the HOMO-LUMO gap (spin up / spin down): 6.01 / 6.01 eV.

Atoms and positions in Å:
C: 1.168 0.832 0.046
O: 2.248 0.202 0.216
H: 1.195 1.945 0.120
Cu: 1.455 -1.715 0.406
O: -2.333 -0.123 0.641
C: -1.338 0.843 0.273
C: -1.081 0.943 -1.164
C: -0.061 0.168 -0.170
H: -2.161 -0.447 1.529
H: -1.291 1.688 0.973
H: -0.702 1.936 -1.457
Li: -1.501 -1.041 -1.129

Forces on atoms 1 to 3 (eV/Å):
0.455 -0.464 0.667
-0.191 0.554 -0.107
0.091 -0.459 -0.170

# 5
Below is a cluster of 11 separate species, C22H51F6N21O12 in total, with properties calculated with ωB97M-V with the def2-TZVPD basis set.

Its net charge is 0. The HOMO energy is -8.8 eV. As for the strongest force on any atom: 2.97 eV/A. As for the HOMO-LUMO gap: 9.08 eV. As for the SMILES: O=C(NC(F)(F)c1cccc(C(F)(F)F)c1)OCCCF.NC(N)=O.NC(N)=O.NC(N)=O.NC(N)=O.NC(N)=O.NC(N)=O.NC(N)=O.NC(N)=O.NC(N)=O.NC(N)=O.

Atoms and positions in Å:
O: -2.055 -3.091 1.304
C: -2.472 -2.284 0.512
N: -1.630 -1.113 0.286
C: -0.545 -1.436 -0.649
F: 0.389 -2.280 -0.117
F: 0.055 -0.207 -0.957
C: -1.204 -2.028 -1.955
C: -1.954 -1.103 -2.782
C: -2.602 -1.631 -3.957
C: -2.492 -3.054 -4.262
C: -1.711 -3.947 -3.429
C: -1.595 -5.446 -3.803
F: -2.400 -6.183 -2.967
F: -0.301 -5.861 -3.698
F: -2.098 -5.648 -5.070
C: -1.035 -3.441 -2.220
O: -3.665 -2.404 -0.138
C: -4.579 -3.285 0.544
C: -4.584 -4.759 -0.018
C: -3.588 -5.732 0.701
F: -2.339 -5.663 -0.008
H: -2.246 -0.382 -0.095
H: -2.029 -0.011 -2.502
H: -3.200 -0.962 -4.615
H: -3.033 -3.437 -5.158
H: -0.440 -4.104 -1.561
H: -4.486 -3.252 1.664
H: -5.610 -2.880 0.333
H: -5.629 -5.144 0.179
H: -4.429 -4.818 -1.122
H: -3.405 -5.345 1.737
H: -3.915 -6.790 0.745
C: -2.509 2.699 -0.671
O: -2.877 1.594 -1.063
N: -1.680 2.853 0.383
N: -2.904 3.859 -1.267
H: -1.363 3.742 0.721
H: -1.364 2.015 0.850
H: -3.521 3.784 -2.055
H: -2.613 4.769 -0.961
C: -4.339 -8.491 3.571
O: -4.167 -7.649 2.699
N: -5.564 -8.806 4.059
N: -3.309 -9.186 4.129
H: -5.717 -9.496 4.775
H: -6.351 -8.315 3.675
H: -2.383 -8.982 3.794
H: -3.428 -9.879 4.845
C: 1.705 2.609 -3.393
O: 1.877 3.430 -4.286
N: 0.471 2.288 -2.919
N: 2.730 1.949 -2.797
H: 0.309 1.618 -2.187
H: -0.315 2.755 -3.335
H: 3.660 2.159 -3.118
H: 2.609 1.275 -2.064
C: 0.664 1.382 3.237
O: 0.218 1.791 2.175
N: 1.313 0.195 3.344
N: 0.548 2.081 4.400
H: 1.687 -0.161 4.204
H: 1.416 -0.350 2.504
H: 0.073 2.965 4.358
H: 0.907 1.763 5.280
C: 4.315 4.992 -1.273
O: 4.666 3.826 -1.119
N: 3.197 5.335 -1.961
N: 5.019 6.040 -0.765
H: 2.895 6.282 -2.098
H: 2.649 4.585 -2.352
H: 5.852 5.824 -0.252
H: 4.752 7.002 -0.877
C: 6.141 8.323 1.704
O: 5.993 8.191 0.497
N: 5.717 7.391 2.596
N: 6.741 9.413 2.253
H: 5.827 7.477 3.589
H: 5.267 6.571 2.224
H: 7.067 10.123 1.621
H: 6.872 9.540 3.239
C: 8.845 3.351 0.805
O: 9.620 2.693 1.479
N: 9.016 4.689 0.585
N: 7.746 2.815 0.213
H: 8.393 5.248 0.034
H: 9.819 5.122 1.006
H: 7.585 1.833 0.351
H: 7.094 3.343 -0.345
C: 6.120 9.332 -3.098
O: 4.956 9.273 -2.733
N: 6.476 9.767 -4.340
N: 7.159 8.969 -2.298
H: 7.424 9.823 -4.661
H: 5.735 10.043 -4.959
H: 6.930 8.642 -1.373
H: 8.120 9.008 -2.579
C: -5.147 -11.826 6.936
O: -5.796 -10.998 6.313
N: -5.210 -11.935 8.289
N: -4.308 -12.708 6.327
H: -4.687 -12.606 8.820
H: -5.819 -11.298 8.772
H: -4.238 -12.658 5.325
H: -3.768 -13.395 6.819
C: -6.097 0.486 -3.982
O: -5.741 -0.669 -3.838
N: -7.222 0.828 -4.673
N: -5.400 1.537 -3.463
H: -7.533 1.772 -4.803
H: -7.761 0.078 -5.070
H: -4.563 1.323 -2.942
H: -5.676 2.495 -3.570

Forces on atoms 1 to 3 (eV/Å):
-0.633 -0.004 -0.358
1.171 -0.515 1.112
-1.181 -0.822 -0.535

# 6
Below is the molecule C9H11NO2, with properties calculated with ωB97M-V with the def2-TZVPD basis set.

Its net charge is 0. The HOMO energy is -8.8 eV. As for the strongest force on any atom: 4.18 eV/A. Its energy above the lowest of the compared OMol25 structures with the same formula, charge and spin is 1.264 eV. As for the HOMO-LUMO gap: 9.40 eV. As for the SMILES: N[C@@H](Cc1ccccc1)C(=O)O.

Atoms and positions in Å:
C: -0.305 -1.649 -1.136
C: 0.883 -0.988 -1.866
C: -1.289 -0.533 -0.542
C: -0.822 0.449 0.574
C: -1.398 0.427 1.829
C: 0.075 1.506 0.240
C: -0.852 1.204 2.825
C: 0.633 2.297 1.213
C: 0.178 2.091 2.517
H: -0.315 -3.262 -0.052
H: 1.229 -2.518 -0.045
H: -0.947 -2.277 -1.779
H: -1.540 0.099 -1.391
H: -2.069 -1.121 -0.208
H: -2.214 -0.307 2.053
H: 0.565 1.582 -0.735
H: -1.043 1.080 3.908
H: 1.343 3.003 0.896
H: 0.636 2.732 3.311
H: 1.103 -0.305 -3.688
N: 0.219 -2.313 0.017
O: 1.924 -0.702 -1.390
O: 0.463 -0.715 -3.149

Forces on atoms 1 to 3 (eV/Å):
0.548 2.392 0.857
-2.836 -0.253 -1.351
2.467 1.705 -1.063